Density functional theory data (ωB97M-V/def2-TZVPD) for a molecular structure, C20H40CoNO6PS2Si4.

Computed properties:
⟨S²⟩   0.907
HOMO energy (spin up / spin down)   -2.07 / -2.73 eV
Maximum force   0.279 eV Å⁻¹
HOMO-LUMO gap (spin up / spin down)   6.23 / 6.88 eV

Structure (ORCA input):
```
! RIJCOSX wB97M-V def2-TZVPD def2/J DEFGRID3
* xyz -2 2
Co -1.406 0.623 -0.083
C -6.005 -2.113 1.828
C -4.694 -2.506 2.471
O -3.905 -1.328 2.681
P -2.459 -1.226 1.963
S -1.753 0.582 2.317
S -2.511 -1.703 0.058
O -1.633 -2.387 2.735
C -1.406 -2.258 4.144
C -0.254 -3.162 4.518
H -6.643 -2.990 1.697
H -5.815 -1.666 0.853
H -6.531 -1.384 2.447
H -4.156 -3.211 1.834
H -4.848 -2.973 3.447
H -2.321 -2.535 4.677
H -1.177 -1.216 4.380
H -0.467 -4.193 4.230
H -0.084 -3.125 5.596
H 0.655 -2.843 4.009
O -2.262 0.145 -6.910
C -2.502 1.158 -6.223
O -2.975 2.259 -6.557
C -2.167 1.013 -4.715
C -1.639 -0.174 -4.222
C -1.353 -0.290 -2.877
N -1.576 0.703 -2.012
C -2.083 1.856 -2.469
C -2.380 2.044 -3.808
C -2.332 2.913 -1.400
O -2.727 4.023 -1.737
O -2.132 2.492 -0.207
H -1.461 -0.988 -4.910
H -0.934 -1.193 -2.456
H -2.785 2.990 -4.139
C 1.319 -2.563 -1.801
Si 1.960 -1.591 -0.310
C 1.563 -2.696 1.173
C 3.851 -1.628 -0.485
Si 0.986 0.527 -0.076
Si 1.948 1.880 -1.734
C 3.846 1.975 -1.775
C 1.368 3.663 -1.510
C 1.475 1.349 -3.481
Si 1.932 1.372 1.896
C 1.010 2.942 2.403
C 3.763 1.879 1.863
C 1.868 0.167 3.359
H 1.902 -3.483 -1.918
H 1.384 -1.998 -2.734
H 0.276 -2.847 -1.646
H 1.859 -3.730 0.967
H 0.491 -2.682 1.384
H 2.090 -2.365 2.072
H 4.214 -2.661 -0.450
H 4.343 -1.064 0.311
H 4.161 -1.196 -1.439
H 4.252 2.446 -0.879
H 4.151 2.575 -2.640
H 4.306 0.990 -1.871
H 1.855 4.116 -0.641
H 0.289 3.726 -1.353
H 1.621 4.264 -2.389
H 1.712 0.299 -3.668
H 2.032 1.952 -4.205
H 0.412 1.490 -3.684
H 1.237 3.754 1.707
H 1.299 3.265 3.409
H -0.070 2.797 2.380
H 3.943 2.747 1.227
H 4.402 1.066 1.510
H 4.077 2.138 2.881
H 0.915 -0.356 3.406
H 2.009 0.720 4.295
H 2.669 -0.574 3.284
*
```


Density functional theory data (ωB97M-V/def2-TZVPD) for a molecular structure, C20H40FeNP3S2 in a non-equilibrium geometry.

Computed properties:
⟨S²⟩   8.812
HOMO energy (spin up / spin down)   -16.64 / -17.46 eV
Maximum force   3.484 eV Å⁻¹
Energy above the lowest of the compared OMol25 structures with the same formula, charge and spin   32.9 kcal per mole
HOMO-LUMO gap (spin up / spin down)   7.11 / 6.47 eV

Structure (ORCA input):
```
! RIJCOSX wB97M-V def2-TZVPD def2/J DEFGRID3
* xyz 3 6
Fe 0.753 -0.107 -0.742
P 0.789 -2.304 -1.085
P 0.193 -0.601 2.144
P 0.526 0.405 -3.322
H 3.748 1.291 3.477
C 3.871 1.931 2.594
C 3.173 3.070 2.447
H 2.389 3.363 3.153
C 2.485 -2.942 -0.785
C -0.232 -3.405 -0.040
C 0.381 -2.933 -2.750
C 0.253 1.096 2.704
C -1.208 -1.383 2.967
C 1.720 -1.413 2.645
C 0.638 2.219 -3.482
C -0.893 0.062 -4.422
C 1.903 -0.173 -4.410
H 4.640 1.640 1.866
H 3.389 3.781 1.642
H 2.579 -3.939 -1.238
H 2.677 -3.004 0.294
H 3.226 -2.260 -1.224
H -0.236 -4.404 -0.496
H -1.264 -3.035 0.005
H 0.158 -3.477 0.983
H 0.100 -3.991 -2.659
H 1.236 -2.852 -3.430
H -0.461 -2.377 -3.178
H -0.173 1.127 3.715
H -0.356 1.697 2.021
H 1.273 1.504 2.714
H -1.211 -1.068 4.021
H -1.146 -2.478 2.908
H -2.142 -1.048 2.495
H 1.678 -1.598 3.730
H 2.567 -0.749 2.420
H 1.866 -2.368 2.122
H 0.458 2.458 -4.537
H 1.634 2.560 -3.181
H -0.114 2.718 -2.861
H -0.850 0.790 -5.244
H -1.838 0.186 -3.874
H -0.826 -0.955 -4.830
H 2.746 0.524 -4.368
H 1.533 -0.223 -5.442
H 2.265 -1.167 -4.124
C 4.052 1.456 -1.487
C 5.310 0.970 -1.932
C 6.420 1.802 -1.907
C 6.296 3.125 -1.461
C 5.057 3.606 -1.021
C 3.929 2.788 -1.043
S 2.739 0.372 -1.515
H -0.162 -0.751 0.696
H 5.361 -0.064 -2.272
H 7.385 1.412 -2.232
H 7.173 3.778 -1.449
H 4.964 4.628 -0.643
H 2.952 3.125 -0.696
S -2.525 1.268 -1.895
C -1.948 2.795 -1.316
C -0.931 2.626 -0.395
N -0.600 1.313 -0.170
C -1.416 0.417 -0.871
H -2.408 3.728 -1.614
H -0.400 3.422 0.133
H -1.792 -0.514 -0.429
*
```


Density functional theory data (ωB97M-V/def2-TZVPD) for 4 unconnected molecules or ions with the total composition C20H40N3O11.

Computed properties:
HOMO energy   -11.31 eV
Maximum force   0.510 eV Å⁻¹
HOMO-LUMO gap   8.86 eV

Structure (ORCA input):
```
! RIJCOSX wB97M-V def2-TZVPD def2/J DEFGRID3
* xyz 1 1
C 3.482 0.338 1.878
C 4.087 0.913 0.591
O 3.408 0.386 -0.557
C 3.978 2.427 0.521
N 2.609 2.937 0.547
C 1.881 2.923 -0.717
C 0.824 1.865 -0.850
O -0.417 2.383 -0.192
C -1.282 1.496 0.197
N -2.218 0.895 -0.538
C -2.975 0.061 0.262
C -2.476 0.161 1.502
N -1.415 1.046 1.443
H 2.468 -0.001 1.678
H 4.054 -0.512 2.235
H 3.450 1.079 2.674
H 5.140 0.636 0.557
H 3.883 -0.377 -0.901
H 4.535 2.844 1.358
H 4.443 2.790 -0.391
H 2.090 2.510 1.302
H 1.417 3.897 -0.881
H 2.571 2.753 -1.537
H 1.111 0.958 -0.330
H 0.580 1.643 -1.885
H -2.372 1.060 -1.519
H -3.804 -0.523 -0.093
H -2.787 -0.316 2.409
H -0.798 1.345 2.184
C 3.628 2.063 7.245
C 2.737 0.976 6.690
O 1.473 1.501 6.228
C 1.496 2.103 5.053
O 2.438 2.225 4.313
O 0.274 2.610 4.818
C 0.201 3.432 3.657
H 3.113 2.610 8.034
H 4.530 1.618 7.664
H 3.922 2.766 6.468
H 2.460 0.263 7.462
H 3.216 0.437 5.873
H 0.640 2.922 2.796
H 0.717 4.379 3.801
H -0.857 3.624 3.492
C 3.579 -3.838 -5.976
C 4.091 -4.316 -4.637
O 3.905 -3.324 -3.604
C 2.681 -3.231 -3.114
O 1.719 -3.882 -3.422
O 2.665 -2.225 -2.222
C 1.390 -1.987 -1.635
H 4.046 -2.891 -6.247
H 3.818 -4.573 -6.743
H 2.498 -3.701 -5.958
H 5.166 -4.473 -4.662
H 3.611 -5.243 -4.327
H 0.988 -2.891 -1.182
H 0.689 -1.608 -2.380
H 1.569 -1.233 -0.873
C -9.292 -2.512 -2.303
C -8.837 -1.184 -1.746
O -7.419 -1.178 -1.459
C -6.629 -1.027 -2.509
O -6.951 -0.853 -3.650
O -5.352 -1.093 -2.078
C -4.392 -1.014 -3.134
H -9.022 -3.323 -1.626
H -10.375 -2.507 -2.421
H -8.844 -2.706 -3.276
H -9.301 -0.981 -0.784
H -9.063 -0.361 -2.422
H -4.559 -0.135 -3.753
H -4.417 -1.907 -3.755
H -3.420 -0.952 -2.645
*
```


Density functional theory data (ωB97M-V/def2-TZVPD) for a molecular structure, C20H40N4O7PtSi4 in a non-equilibrium geometry.

Computed properties:
⟨S²⟩   6.053
HOMO energy (spin up / spin down)   -13.14 / -13.79 eV
Maximum force   1.168 eV Å⁻¹
Energy above the lowest of the compared OMol25 structures with the same formula, charge and spin   45.4 kcal per mole
HOMO-LUMO gap (spin up / spin down)   7.36 / 5.27 eV

Structure (ORCA input):
```
! RIJCOSX wB97M-V def2-TZVPD def2/J DEFGRID3
* xyz 2 5
Pt 0.347 0.512 -0.039
O -1.154 -3.265 -1.136
C -0.507 -2.260 -0.967
O -0.992 -1.120 -0.534
C 0.943 -2.182 -1.378
C 1.437 -2.730 -2.549
C 2.709 -2.376 -2.952
C 3.514 -1.409 -2.302
C 3.036 -0.887 -1.146
C 1.820 -1.391 -0.552
O 1.540 -1.227 0.681
N 3.705 0.292 -0.544
O 3.003 1.001 0.178
O 4.840 0.522 -0.853
N 3.249 -2.951 -4.215
O 2.463 -3.549 -4.914
O 4.384 -2.636 -4.502
H 0.828 -3.391 -3.152
H 4.444 -1.084 -2.748
N -0.062 -0.323 5.383
C -0.896 -1.088 4.378
C -1.117 -0.206 3.159
N 0.144 0.257 2.581
C 0.957 0.984 3.554
C 1.247 0.149 4.792
H 0.108 -0.895 6.211
H -0.593 0.489 5.703
H -1.819 -1.380 4.874
H -0.323 -1.981 4.129
H -1.718 0.667 3.432
H -1.678 -0.766 2.411
H 0.670 -0.556 2.266
H 0.431 1.902 3.837
H 1.901 1.280 3.097
H 1.776 0.702 5.567
H 1.808 -0.753 4.546
C -3.914 4.144 -0.844
Si -2.868 3.026 0.201
C -2.087 3.929 1.643
C -3.798 1.513 0.786
Si -0.978 2.111 -0.889
Si 0.652 3.903 -1.643
C -0.423 5.294 -2.213
C 1.673 3.107 -2.960
C 1.546 4.236 -0.059
Si -1.795 0.990 -3.083
C -3.230 -0.001 -2.513
C -0.375 0.049 -3.824
C -2.225 2.519 -4.032
H -4.623 4.670 -0.199
H -4.500 3.579 -1.573
H -3.332 4.897 -1.375
H -2.844 4.129 2.407
H -1.665 4.888 1.340
H -1.290 3.333 2.097
H -4.330 1.745 1.713
H -3.139 0.661 0.969
H -4.540 1.199 0.053
H -1.137 4.989 -2.978
H 0.226 6.057 -2.657
H -0.962 5.755 -1.385
H 1.069 2.757 -3.798
H 2.241 2.268 -2.555
H 2.384 3.843 -3.351
H 0.889 4.685 0.686
H 2.353 4.946 -0.269
H 1.999 3.328 0.340
H -2.941 -0.731 -1.756
H -3.589 -0.543 -3.397
H -4.047 0.621 -2.148
H 0.473 -0.007 -3.144
H -0.048 0.518 -4.753
H -0.703 -0.970 -4.047
H -2.974 3.129 -3.524
H -2.652 2.200 -4.991
H -1.351 3.130 -4.255
*
```


Density functional theory data (ωB97M-V/def2-TZVPD) for a molecular structure, C20H40N6O3PPdS.

Computed properties:
HOMO energy   -3.44 eV
Maximum force   0.728 eV Å⁻¹
Energy above the lowest of the compared OMol25 structures with the same formula, charge and spin   16.1 kcal per mole
HOMO-LUMO gap   6.19 eV

Structure (ORCA input):
```
! RIJCOSX wB97M-V def2-TZVPD def2/J DEFGRID3
* xyz -1 1
Pd 0.085 0.077 0.335
N 0.364 0.513 3.397
N -0.538 1.582 3.391
C -0.712 2.448 2.387
N -1.744 3.335 2.567
N 0.107 2.326 1.355
N 0.034 3.293 0.396
O -0.345 4.440 0.681
O 0.480 2.994 -0.681
H 1.290 0.883 3.184
H 0.168 -0.083 2.590
H -1.170 1.635 4.172
H -2.612 2.818 2.676
H -1.817 3.981 1.788
C 3.967 -3.113 0.359
C 4.471 -1.837 1.055
C 6.001 -1.815 0.975
C 4.037 -1.976 2.525
P 3.518 -0.352 0.326
N 2.073 -0.391 0.816
C 3.673 -0.455 -1.577
C 3.202 0.886 -2.164
C 2.640 -1.495 -2.045
C 5.042 -0.803 -2.177
C 4.507 1.215 0.848
C 4.770 1.135 2.360
C 5.841 1.496 0.147
C 3.560 2.411 0.647
H 4.325 -3.984 0.920
H 4.344 -3.210 -0.658
H 2.875 -3.136 0.341
H 6.389 -2.765 1.366
H 6.441 -1.019 1.575
H 6.367 -1.709 -0.045
H 4.322 -2.972 2.887
H 2.954 -1.860 2.597
H 4.512 -1.245 3.178
H 2.260 1.212 -1.712
H 3.044 0.762 -3.241
H 3.936 1.680 -2.041
H 1.693 -1.323 -1.535
H 2.953 -2.519 -1.859
H 2.495 -1.385 -3.127
H 5.832 -0.118 -1.875
H 4.968 -0.756 -3.271
H 5.354 -1.815 -1.922
H 5.536 0.405 2.622
H 3.854 0.890 2.903
H 5.119 2.114 2.706
H 6.556 0.680 0.254
H 6.293 2.389 0.597
H 5.717 1.701 -0.915
H 2.543 2.120 0.903
H 3.564 2.786 -0.374
H 3.867 3.236 1.301
C -4.312 0.203 -1.139
S -2.720 0.902 -0.632
O -3.102 1.802 0.512
C -1.921 -0.511 0.068
C -1.007 -1.309 -0.712
C -0.814 -2.681 -0.326
C -1.377 -3.182 0.802
C -2.202 -2.355 1.627
C -2.475 -1.072 1.270
H -4.819 -0.212 -0.266
H -4.133 -0.580 -1.882
H -4.901 1.012 -1.573
H -0.824 -1.044 -1.749
H -0.178 -3.300 -0.949
H -1.190 -4.207 1.097
H -2.614 -2.760 2.544
H -3.121 -0.442 1.872
*
```


Density functional theory data (ωB97M-V/def2-TZVPD) for 6 unconnected molecules or ions with the total composition C20H40O12S2 in a non-equilibrium geometry.

Computed properties:
HOMO energy   -9.55 eV
Maximum force   5.443 eV Å⁻¹
Energy above the lowest of the compared OMol25 structures with the same formula, charge and spin   87.6 kcal per mole
HOMO-LUMO gap   9.92 eV

Structure (ORCA input):
```
! RIJCOSX wB97M-V def2-TZVPD def2/J DEFGRID3
* xyz 0 1
O -5.134 6.660 2.205
S -6.581 6.956 2.039
O -6.849 8.288 1.734
O -7.273 6.027 0.874
C -8.200 5.059 1.371
C -8.040 4.942 2.944
O -7.460 6.243 3.270
H -9.153 5.580 1.285
H -7.996 4.092 0.910
H -7.559 4.092 3.427
H -9.067 4.859 3.301
O 1.770 0.346 -3.337
S 1.367 0.171 -1.900
O 1.603 -1.095 -1.295
O 2.072 1.292 -0.972
C 1.200 2.348 -0.668
C -0.157 1.777 -0.553
O -0.123 0.803 -1.653
H 1.529 2.876 0.227
H 1.154 3.131 -1.425
H -0.863 2.566 -0.813
H -0.299 1.379 0.452
C 0.798 -9.296 1.063
C -0.649 -9.574 1.129
C -0.664 -10.955 1.828
O 0.410 -10.692 2.836
C 1.481 -9.990 2.245
H 0.904 -8.212 1.102
H 1.218 -9.812 0.200
H -1.208 -9.650 0.196
H -1.145 -8.797 1.712
H -0.454 -11.772 1.137
H -1.521 -11.172 2.466
H 2.278 -10.639 1.881
H 1.811 -9.260 2.984
C -1.261 -5.367 -6.724
C -1.033 -6.592 -5.765
C 0.088 -7.309 -6.495
O -0.258 -7.167 -7.884
C -0.611 -5.849 -8.051
H -0.693 -4.457 -6.529
H -2.298 -5.064 -6.870
H -1.928 -7.196 -5.615
H -0.621 -6.280 -4.806
H 0.182 -8.358 -6.215
H 1.036 -6.797 -6.333
H -1.285 -5.934 -8.904
H 0.264 -5.255 -8.315
C 3.810 -1.883 5.315
C 4.190 -2.003 6.795
C 5.275 -0.936 7.025
O 5.723 -0.698 5.673
C 5.085 -1.481 4.653
H 3.118 -1.056 5.156
H 3.522 -2.835 4.869
H 4.664 -2.984 6.842
H 3.322 -2.106 7.446
H 6.107 -1.117 7.705
H 4.815 -0.009 7.368
H 5.691 -2.345 4.381
H 4.687 -0.918 3.809
C 2.307 12.131 -2.110
C 1.371 12.745 -1.097
C 0.266 11.758 -0.987
O 0.905 10.488 -1.133
C 1.974 10.672 -2.097
H 3.332 12.411 -1.870
H 2.331 12.513 -3.131
H 0.979 13.675 -1.509
H 1.936 12.885 -0.175
H -0.457 11.877 -1.793
H -0.139 11.876 0.018
H 1.605 10.356 -3.073
H 2.796 10.031 -1.776
*
```


> Which formula does entry 5 have?

C20H40N6O3PPdS


> Among the records above, which one has the lowest maximum force?

C20H40CoNO6PS2Si4


> Which value of maximum force does entry 4 give?

1.168 eV Å⁻¹


Repeat the third record exactly.
Density functional theory data (ωB97M-V/def2-TZVPD) for 4 unconnected molecules or ions with the total composition C20H40N3O11.

Computed properties:
HOMO energy   -11.31 eV
Maximum force   0.510 eV Å⁻¹
HOMO-LUMO gap   8.86 eV

Structure (ORCA input):
```
! RIJCOSX wB97M-V def2-TZVPD def2/J DEFGRID3
* xyz 1 1
C 3.482 0.338 1.878
C 4.087 0.913 0.591
O 3.408 0.386 -0.557
C 3.978 2.427 0.521
N 2.609 2.937 0.547
C 1.881 2.923 -0.717
C 0.824 1.865 -0.850
O -0.417 2.383 -0.192
C -1.282 1.496 0.197
N -2.218 0.895 -0.538
C -2.975 0.061 0.262
C -2.476 0.161 1.502
N -1.415 1.046 1.443
H 2.468 -0.001 1.678
H 4.054 -0.512 2.235
H 3.450 1.079 2.674
H 5.140 0.636 0.557
H 3.883 -0.377 -0.901
H 4.535 2.844 1.358
H 4.443 2.790 -0.391
H 2.090 2.510 1.302
H 1.417 3.897 -0.881
H 2.571 2.753 -1.537
H 1.111 0.958 -0.330
H 0.580 1.643 -1.885
H -2.372 1.060 -1.519
H -3.804 -0.523 -0.093
H -2.787 -0.316 2.409
H -0.798 1.345 2.184
C 3.628 2.063 7.245
C 2.737 0.976 6.690
O 1.473 1.501 6.228
C 1.496 2.103 5.053
O 2.438 2.225 4.313
O 0.274 2.610 4.818
C 0.201 3.432 3.657
H 3.113 2.610 8.034
H 4.530 1.618 7.664
H 3.922 2.766 6.468
H 2.460 0.263 7.462
H 3.216 0.437 5.873
H 0.640 2.922 2.796
H 0.717 4.379 3.801
H -0.857 3.624 3.492
C 3.579 -3.838 -5.976
C 4.091 -4.316 -4.637
O 3.905 -3.324 -3.604
C 2.681 -3.231 -3.114
O 1.719 -3.882 -3.422
O 2.665 -2.225 -2.222
C 1.390 -1.987 -1.635
H 4.046 -2.891 -6.247
H 3.818 -4.573 -6.743
H 2.498 -3.701 -5.958
H 5.166 -4.473 -4.662
H 3.611 -5.243 -4.327
H 0.988 -2.891 -1.182
H 0.689 -1.608 -2.380
H 1.569 -1.233 -0.873
C -9.292 -2.512 -2.303
C -8.837 -1.184 -1.746
O -7.419 -1.178 -1.459
C -6.629 -1.027 -2.509
O -6.951 -0.853 -3.650
O -5.352 -1.093 -2.078
C -4.392 -1.014 -3.134
H -9.022 -3.323 -1.626
H -10.375 -2.507 -2.421
H -8.844 -2.706 -3.276
H -9.301 -0.981 -0.784
H -9.063 -0.361 -2.422
H -4.559 -0.135 -3.753
H -4.417 -1.907 -3.755
H -3.420 -0.952 -2.645
*
```